(1)
Below is a molecular structure, C29H27CsFIN5O3S3, with properties calculated with ωB97M-V/def2-TZVPD.

The geometry in XYZ format:
```
70
C29H27CsFIN5O3S3, DFT ωB97M-V/def2-TZVPD
Cs -0.2767 1.2431 -0.4382
C 3.5470 4.2991 -2.2488
C 4.2492 3.6211 -3.4228
S 3.1425 2.6372 -4.4649
C 4.0071 1.0493 -4.5644
C 4.3793 0.3661 -3.2534
S 2.9722 0.0368 -2.1623
C 3.6004 0.6363 -0.5779
C 3.9646 2.1162 -0.4908
S 2.6695 3.2537 -1.0617
H 2.7729 4.9732 -2.6211
H 4.2768 4.9126 -1.7141
H 5.0584 2.9828 -3.0707
H 4.7098 4.4021 -4.0314
H 4.9057 1.1561 -5.1770
H 3.3116 0.4202 -5.1239
H 5.1046 0.9621 -2.7001
H 4.8751 -0.5769 -3.4942
H 4.4652 0.0428 -0.2751
H 2.8150 0.4048 0.1461
H 4.8699 2.3376 -1.0572
H 4.1775 2.3395 0.5554
C -0.5918 -2.2912 6.8666
C -0.3173 -3.3643 5.8175
C -1.1380 -4.6310 6.0249
C -2.6213 -4.3473 5.8309
C -2.8593 -3.6465 4.5187
C -4.0864 -3.7113 3.8951
C -4.2868 -3.0729 2.6772
F -5.5098 -3.1657 2.1102
C -3.2924 -2.3804 2.0485
C -2.0365 -2.2984 2.6603
C -0.9602 -1.5526 1.9604
O -1.1650 -1.1139 0.8262
C 0.2843 -1.4513 2.6854
C 0.4089 -2.1215 3.8565
N -0.5646 -2.8415 4.4710
C -1.8215 -2.9239 3.8936
C 1.5148 -0.6601 2.2252
O 2.6142 -1.2054 2.4117
O 1.2840 0.4814 1.7471
H -0.4115 -2.6817 7.8699
H -1.6230 -1.9407 6.8090
H 0.0597 -1.4318 6.7078
H 0.7421 -3.6255 5.8481
H -0.9437 -5.0250 7.0237
H -0.8105 -5.3823 5.3024
H -2.9943 -3.7316 6.6547
H -3.1940 -5.2757 5.8567
H -4.9033 -4.2655 4.3413
H -3.4445 -1.9005 1.0914
H 1.3680 -2.1080 4.3611
N -2.5236 3.2123 -1.3450
C -3.2658 2.9439 -2.1955
C -4.1349 2.6225 -3.2494
C -4.4116 3.5787 -4.2462
N -4.6245 4.3681 -5.0656
C -4.5560 1.2873 -3.4217
N -4.9032 0.1930 -3.5652
I -0.1070 5.0353 -4.9248
C -0.7787 3.0644 -4.8753
C -1.7287 2.6051 -5.7703
C -2.1454 1.2892 -5.6469
C -1.6058 0.5054 -4.6396
N -0.6849 0.9472 -3.7842
C -0.2803 2.2084 -3.9058
H -2.1648 3.2609 -6.5106
H -2.9142 0.8903 -6.2944
H -1.9437 -0.5142 -4.4972
H 0.4753 2.5524 -3.2069
```

Results
E ... -87980.067 eV
M ... 868.57 g mol⁻¹
Total charge ... -1



(2)
Below is a molecular structure, C29H27MoN3O2S3Si in a non-equilibrium geometry, with properties calculated with ωB97M-V/def2-TZVPD.

The geometry in XYZ format:
```
66
C29H27MoN3O2S3Si, DFT ωB97M-V/def2-TZVPD
Mo 0.0266 -1.4949 -0.4782
C -2.7888 1.9443 -3.7581
N -2.5844 0.5171 -3.9843
C -2.8728 -0.1611 -5.1498
C -2.5230 -1.4466 -4.9791
N -2.0089 -1.5576 -3.6844
C -2.0493 -0.3224 -3.0896
S -1.5478 0.1733 -1.5445
C -1.5489 -2.7327 -3.1049
C -1.8252 -3.9889 -3.6338
C -1.3312 -5.1149 -2.9950
C -0.5830 -5.0075 -1.8258
C -0.3643 -3.7300 -1.3581
N -0.8179 -2.6405 -1.9821
H -3.3727 2.3330 -4.5865
H -1.8234 2.4459 -3.7031
H -3.3337 2.0852 -2.8269
H -3.2991 0.3388 -6.0006
H -2.5722 -2.2774 -5.6554
H -2.4348 -4.0902 -4.5184
H -1.5490 -6.0904 -3.4072
H -0.1940 -5.8625 -1.2967
H 0.2256 -3.6055 -0.3990
C 2.8441 -5.2123 3.3512
O 2.4265 -3.9464 2.7878
C 1.5298 -3.9385 1.8313
S 0.8512 -5.2577 1.1602
S 1.3697 -2.2192 1.3689
H 3.5709 -4.9445 4.1097
H 3.2888 -5.8248 2.5688
H 1.9806 -5.7153 3.7833
O 0.5523 0.0558 0.1938
Si 0.6439 1.6054 1.1341
C 2.1170 1.3573 2.2198
C 3.3044 0.7847 1.7596
C 4.4241 0.7272 2.5690
C 4.3767 1.2569 3.8531
C 3.2114 1.8414 4.3221
C 2.0880 1.8875 3.5127
C 0.7910 2.9019 -0.1801
C 1.1421 2.6391 -1.5033
C 1.3102 3.6686 -2.4153
C 1.1227 4.9848 -2.0162
C 0.7785 5.2666 -0.7018
C 0.6173 4.2340 0.2065
C -0.9920 1.5474 1.9995
C -1.1651 0.6809 3.0866
C -2.3825 0.5987 3.7393
C -3.4438 1.3904 3.3211
C -3.2907 2.2547 2.2471
C -2.0741 2.3295 1.5890
H 3.3653 0.3805 0.7544
H 5.3362 0.2776 2.2019
H 5.2525 1.2155 4.4862
H 3.1770 2.2570 5.3197
H 1.1812 2.3357 3.9021
H 1.3097 1.6197 -1.8343
H 1.6059 3.4482 -3.4327
H 1.2576 5.7910 -2.7238
H 0.6440 6.2910 -0.3846
H 0.3592 4.4803 1.2309
H -0.3353 0.0749 3.4341
H -2.5034 -0.0679 4.5818
H -4.3903 1.3397 3.8417
H -4.1172 2.8766 1.9324
H -1.9629 3.0120 0.7541
```

Results
E ... -81301.726 eV
2S+1 ... 3
M ... 669.78 g mol⁻¹
Total charge ... +2



Q: Which value of E does entry 2 give?
A: -81301.726 eV